[1]
Formula: C21H25IrN4O7S
Source: OMol25
Level of theory: wB97M-V/def2-TZVPD

Each line ends with the Löwdin spin population.
Element x y z (Å)
Ir1 0.393 0.149 -0.087  0.683
O1 0.810 -3.860 0.214  -0.003
C1 0.617 -2.732 0.605  0.004
O2 0.088 -1.809 -0.161  0.016
C2 0.804 -2.345 2.069  0.001
C3 -0.366 -1.451 2.519  0.000
C4 -0.394 -1.310 4.040  0.000
C5 0.797 -0.355 4.293  0.000
C6 1.336 -0.144 2.882  0.000
O3 0.106 -0.141 2.111  0.015
C7 2.030 -1.411 2.361  0.000
C8 2.901 -1.097 1.140  0.002
O4 4.056 -1.468 1.101  0.005
O5 2.356 -0.417 0.168  0.024
H1 0.862 -3.274 2.633  0.000
H2 -1.317 -1.660 2.037  0.000
H3 -1.334 -0.867 4.368  0.000
H4 -0.280 -2.278 4.527  0.000
H5 0.461 0.591 4.713  0.000
H6 1.556 -0.779 4.950  0.000
H7 1.871 0.780 2.699  0.000
H8 2.692 -1.841 3.110  0.000
N1 -0.281 2.241 -1.090  0.138
C9 -0.111 3.422 -0.260  0.011
C10 1.012 3.146 0.735  0.008
O6 1.555 4.067 1.322  0.010
O7 1.264 1.894 0.918  0.083
H9 0.374 2.262 -1.869  0.001
H10 -1.222 2.104 -1.440  0.002
H11 -1.019 3.611 0.309  0.000
H12 0.127 4.319 -0.833  0.005
C11 -1.947 1.738 1.933  -0.001
C12 -2.457 0.875 0.815  0.001
C13 -3.787 0.606 0.590  0.002
C14 -3.857 -0.259 -0.521  0.000
C15 -2.567 -0.488 -0.943  0.001
C16 -2.174 -1.364 -2.082  0.000
N2 -1.692 0.202 -0.130  0.014
H13 -2.468 2.699 1.937  0.000
H14 -0.880 1.926 1.886  0.000
H15 -2.133 1.269 2.904  0.000
H16 -4.607 0.995 1.177  0.000
H17 -4.740 -0.676 -0.982  0.000
H18 -3.079 -1.801 -2.506  0.000
H19 -1.496 -2.162 -1.785  0.000
H20 -1.672 -0.808 -2.868  0.000
C17 0.147 2.443 -6.446  0.000
C18 0.177 1.164 -5.662  0.000
C19 -0.248 -0.044 -6.196  -0.002
C20 -0.206 -1.143 -5.356  0.000
N3 0.246 -1.082 -4.112  -0.002
C21 0.649 0.114 -3.683  -0.002
S1 1.516 0.271 -2.142  -0.018
N4 0.612 1.244 -4.405  -0.002
H21 0.116 2.254 -7.519  0.000
H22 1.021 3.044 -6.204  0.000
H23 -0.739 3.021 -6.175  0.000
H24 -0.597 -0.122 -7.217  0.000
H25 -0.539 -2.119 -5.696  0.000

The LUMO energy (alpha / beta) is 2.15 / 1.68 eV. The net charge is -1. The multiplicity is 2. The value obtained for the frontier orbital gap (alpha / beta) is 6.79 / 6.31 eV. The strongest force on any atom comes out at 0.84 eV Å⁻¹.

***

[2]
Formula: C21H25N3O3
Source: OMol25
Level of theory: wB97M-V/def2-TZVPD

Each line ends with the Mulliken charge.
Element x y z (Å)
C1 2.533 0.839 -7.938  -1.438
C2 2.616 0.640 -6.432  -0.257
O1 1.419 0.014 -6.016  -0.410
C3 1.253 -0.287 -4.702  0.775
C4 0.052 -0.920 -4.370  -0.650
C5 -0.217 -1.271 -3.067  -0.443
C6 0.698 -0.996 -2.055  0.344
C7 1.888 -0.369 -2.386  -0.745
C8 2.174 -0.017 -3.695  -0.426
H1 3.112 0.467 -3.913  0.381
H2 2.612 -0.148 -1.614  0.322
C9 0.381 -1.369 -0.629  -1.180
N1 -0.822 -0.731 -0.132  0.366
C10 -2.024 -1.353 -0.157  0.710
O2 -2.206 -2.506 -0.479  -0.681
C11 -3.077 -0.358 0.299  -0.691
C12 -2.280 0.793 0.905  -0.793
H3 -2.235 0.691 1.992  0.321
H4 -2.708 1.767 0.678  0.405
C13 -0.863 0.657 0.294  1.605
C14 -0.655 1.628 -0.868  -1.804
H5 -1.409 1.463 -1.634  0.454
H6 -0.723 2.648 -0.499  0.453
H7 0.328 1.491 -1.308  0.310
C15 0.179 0.929 1.393  -0.595
O3 0.793 1.969 1.481  -0.678
N2 0.318 -0.092 2.266  -0.035
H8 -0.272 -0.905 2.169  0.307
C16 1.122 0.014 3.467  -1.293
C17 0.250 0.240 4.673  0.697
C18 0.109 -0.716 5.672  -0.348
N3 -0.674 -0.564 6.725  -0.613
C19 -1.365 0.557 6.835  -0.236
C20 -1.306 1.581 5.899  -0.585
C21 -0.483 1.416 4.799  -0.177
H9 -0.398 2.185 4.044  0.508
H10 -1.886 2.481 6.030  0.386
H11 -1.994 0.633 7.712  0.358
H12 0.655 -1.650 5.628  0.329
H13 1.786 0.871 3.316  0.433
H14 1.718 -0.895 3.587  0.430
H15 -3.642 -0.045 -0.581  0.261
H16 -3.772 -0.822 0.996  0.394
H17 0.192 -2.447 -0.569  0.448
H18 1.220 -1.111 0.023  0.357
H19 -1.143 -1.770 -2.823  0.481
H20 -0.651 -1.129 -5.161  0.445
H21 3.480 0.009 -6.181  0.363
H22 2.731 1.610 -5.927  0.356
H23 3.439 1.319 -8.298  0.421
H24 1.677 1.462 -8.182  0.327
H25 2.415 -0.121 -8.432  0.330

The LUMO energy is 0.61 eV. The value obtained for the frontier orbital gap is 9.09 eV. The strongest force on any atom comes out at 0.60 eV Å⁻¹.

***

[3]
Formula: C21H25N3O4
Source: OMol25
Level of theory: wB97M-V/def2-TZVPD

Each line ends with the Mulliken charge.
Element x y z (Å)
C1 -8.140 -3.633 -1.276  -1.023
O1 -7.305 -2.450 -1.462  -0.326
C2 -6.608 -2.033 -0.298  -0.597
C3 -5.968 -0.843 -0.514  -0.788
C4 -5.233 -0.599 0.614  0.951
O2 -5.300 -1.215 1.809  -0.727
N1 -4.697 0.640 0.904  0.027
C5 -4.445 1.652 -0.527  -1.205
H1 -4.774 2.673 -0.214  0.276
C6 -2.912 1.594 -0.837  -1.766
H2 -2.719 0.838 -1.136  1.230
H3 -2.915 2.425 -1.763  0.194
C7 -2.051 1.889 0.243  1.249
C8 -0.613 2.302 -0.101  0.093
O3 -0.320 3.158 -0.932  -0.643
N2 0.132 1.164 0.320  -0.141
C9 1.593 0.886 -0.069  0.470
C10 2.199 -0.116 0.449  -1.048
N3 3.618 -0.196 0.074  -0.276
C11 4.168 0.603 -0.482  0.825
C12 3.566 1.701 -1.237  -1.109
C13 2.162 2.049 -0.748  -0.414
H4 1.789 2.943 -1.247  0.468
H5 4.148 2.422 -1.571  0.493
O4 5.489 0.506 -1.141  -0.456
C14 6.325 -0.634 -0.316  0.676
C15 7.284 -1.360 -1.085  -0.417
C16 8.160 -1.966 -0.588  -0.363
C17 7.874 -2.606 0.857  -0.195
C18 6.967 -2.083 1.590  -0.812
C19 6.087 -0.975 0.954  -0.262
H6 5.253 -0.704 1.485  0.460
H7 6.831 -2.337 2.557  0.486
H8 8.593 -3.444 1.134  0.283
H9 8.887 -2.595 -1.162  0.301
H10 7.434 -0.616 -2.057  0.150
H11 1.761 -0.797 0.806  0.762
H12 -0.172 0.468 1.027  0.249
C20 -2.344 1.172 1.548  -1.252
C21 -3.931 1.294 1.979  -1.691
H13 -4.026 2.101 2.344  0.864
H14 -4.178 0.544 2.934  0.332
H15 -2.180 0.053 1.297  0.393
H16 -1.787 1.282 2.430  0.661
H17 -2.484 3.145 0.574  0.163
H18 -4.894 1.249 -1.247  0.880
H19 -5.256 -1.041 -1.285  0.261
H20 -6.617 -0.183 -0.703  0.573
H21 -6.027 -2.829 -0.118  0.400
H22 -7.600 -1.956 0.619  0.258
H23 -8.656 -3.729 -2.368  0.190
H24 -7.510 -4.444 -1.204  0.351
H25 -8.758 -3.511 -0.666  0.538

The LUMO energy is 0.06 eV. The value obtained for the frontier orbital gap is 8.93 eV. The strongest force on any atom comes out at 19.13 eV Å⁻¹.

***

[4]
Formula: C21H25N3O4S
Source: OMol25
Level of theory: wB97M-V/def2-TZVPD

Each line ends with the Mulliken charge.
Element x y z (Å)
C1 1.882 6.312 0.960  -1.621
C2 2.362 5.085 0.244  0.614
C3 1.900 3.828 0.604  -0.212
C4 2.313 2.678 -0.061  -0.184
C5 3.239 2.786 -1.108  0.849
C6 3.686 4.048 -1.469  -0.803
C7 3.256 5.185 -0.813  -0.680
H1 3.625 6.154 -1.114  0.401
H2 4.401 4.137 -2.275  0.431
C8 3.778 1.573 -1.805  -1.719
H3 3.720 0.707 -1.151  0.316
H4 4.815 1.737 -2.090  0.495
H5 3.215 1.358 -2.715  0.292
N1 1.868 1.393 0.320  0.537
C9 1.475 1.194 1.698  -0.695
C10 1.487 -0.307 1.981  -1.224
N2 0.545 -0.954 1.089  0.425
S1 0.238 -2.572 1.437  1.428
O1 1.182 -3.426 0.772  -0.770
O2 0.117 -2.693 2.861  -0.752
C11 -1.364 -2.773 0.660  -0.029
C12 -1.458 -3.692 -0.369  -0.452
C13 -2.669 -3.891 -1.012  0.387
C14 -3.781 -3.142 -0.607  0.936
C15 -3.667 -2.230 0.433  -1.121
C16 -2.457 -2.029 1.087  0.368
C17 -2.331 -1.036 2.194  -1.639
H6 -1.750 -0.180 1.854  0.130
H7 -3.309 -0.696 2.524  0.466
H8 -1.793 -1.481 3.026  0.331
H9 -4.538 -1.663 0.729  0.338
N3 -4.978 -3.309 -1.299  -0.133
C18 -5.184 -4.295 -2.211  0.403
O3 -6.211 -4.398 -2.839  -0.622
C19 -4.035 -5.290 -2.317  -0.350
H10 -4.257 -6.114 -1.618  0.232
O4 -2.749 -4.765 -2.053  -0.503
H11 -4.003 -5.697 -3.330  0.302
H12 -5.738 -2.665 -1.122  0.194
H13 -0.581 -4.244 -0.665  0.588
C20 0.896 -0.745 -0.298  -0.450
H14 0.141 -1.239 -0.914  0.479
C21 0.924 0.757 -0.576  -0.968
H15 1.218 0.940 -1.609  0.474
H16 -0.094 1.161 -0.427  0.177
H17 1.876 -1.188 -0.519  0.210
H18 1.172 -0.525 3.001  0.481
H19 2.502 -0.700 1.827  0.286
H20 2.193 1.696 2.348  0.531
H21 0.463 1.580 1.907  0.374
H22 1.196 3.748 1.419  0.396
H23 2.681 7.045 1.048  0.392
H24 1.518 6.066 1.955  0.356
H25 1.065 6.773 0.405  0.308

The LUMO energy is 0.45 eV. The value obtained for the frontier orbital gap is 8.74 eV. The strongest force on any atom comes out at 1.00 eV Å⁻¹.